Entry 1:
A molecular structure, C32H27CrN9O9S, computed with ωB97M-V with the def2-TZVPD basis set.

The geometry in ORCA input format:
```
! wB97M-V def2-TZVPD RIJCOSX def2/J DEFGRID3
* xyz 1 4
Cr 0.269 -0.455 -0.253
O -5.316 -2.948 3.552
N -4.859 -1.908 3.982
O -5.314 -1.283 4.913
C -3.631 -1.369 3.338
C -2.972 -0.430 4.042
C -1.752 0.127 3.555
C -1.012 1.080 4.275
C 0.170 1.533 3.753
C 0.600 1.032 2.521
N -0.090 0.152 1.815
C -1.258 -0.301 2.325
C -1.991 -1.264 1.558
N -1.468 -1.566 0.352
C -2.081 -2.455 -0.408
C -3.251 -3.090 0.000
C -3.809 -2.782 1.214
C -3.175 -1.837 2.049
H -3.367 -0.110 4.995
H -1.374 1.433 5.233
H 0.781 2.258 4.272
H 1.543 1.355 2.102
H -1.640 -2.638 -1.379
H -3.719 -3.812 -0.655
H -4.723 -3.255 1.529
O -0.941 -0.083 -3.912
C -0.062 -0.223 -3.089
O -0.263 -0.959 -2.000
C 1.275 0.436 -3.255
C 1.608 0.852 -4.531
C 2.832 1.451 -4.758
C 3.728 1.669 -3.737
C 3.396 1.265 -2.457
C 2.161 0.636 -2.168
O 1.862 0.281 -0.956
N 4.386 1.544 -1.402
O 4.173 1.123 -0.271
O 5.373 2.180 -1.708
N 3.188 1.877 -6.123
O 4.273 2.402 -6.279
O 2.382 1.653 -7.004
H 0.909 0.702 -5.340
H 4.674 2.148 -3.929
N -2.638 0.566 -1.475
C -1.850 1.599 -1.078
N -0.623 1.456 -0.625
C -0.043 2.719 -0.361
C 1.259 2.986 0.068
C 1.637 4.299 0.288
C 0.750 5.356 0.090
C -0.539 5.111 -0.342
C -0.914 3.793 -0.564
S -2.448 3.219 -1.147
H -2.119 -0.170 -1.946
H -3.462 0.838 -1.988
H 1.978 2.191 0.189
H 2.651 4.506 0.607
H 1.075 6.374 0.262
H -1.234 5.923 -0.516
C 2.085 -2.751 -0.749
C 3.108 -3.833 -0.324
N 3.289 -3.829 1.124
C 3.746 -2.511 1.548
C 2.691 -1.431 1.202
N 1.542 -2.049 0.456
C 0.939 -3.083 1.346
C 2.014 -4.119 1.768
H 1.235 -3.176 -1.285
H 2.541 -1.997 -1.388
H 4.074 -3.650 -0.795
H 2.776 -4.826 -0.630
H 4.693 -2.292 1.056
H 3.931 -2.539 2.622
H 3.112 -0.642 0.577
H 2.282 -0.986 2.108
H 0.128 -3.567 0.805
H 0.515 -2.573 2.213
H 1.701 -5.124 1.484
H 2.156 -4.113 2.849
*
```

Properties
energy above the lowest of the compared OMol25 structures with the same formula, charge and spin	0.0	kJ/mol
⟨S²⟩	3.776
LUMO level (spin up / spin down)	-4.328 / -4.347	eV
HOMO (spin up / spin down)	-11.415 / -11.416	eV
Kohn-Sham gap (spin up / spin down)	7.087 / 7.068	eV
electronic energy	-104708.7474	eV
M	765.69	g/mol

Results of the Löwdin charge analysis, in e, for atoms 1 through 2: atom 1 (Cr): 0.921, atom 2 (O): 0.095

Entry 2:
A molecular structure, C32H27FN6O5Tc, computed with ωB97M-V with the def2-TZVPD basis set.

The geometry in ORCA input format:
```
! wB97M-V def2-TZVPD RIJCOSX def2/J DEFGRID3
* xyz 2 4
Tc -0.223 -0.315 -0.100
O 3.960 -0.316 3.485
C 2.849 -0.160 4.212
C 3.022 -0.027 5.591
C 1.933 0.121 6.415
C 0.627 0.144 5.903
C 0.441 0.018 4.554
C 1.541 -0.139 3.678
C 1.286 -0.262 2.269
O 0.029 -0.215 1.854
N 2.287 -0.402 1.404
N 1.793 -0.450 0.141
C 2.525 -0.564 -0.906
C 1.814 -0.557 -2.188
C 2.456 -0.622 -3.407
C 1.697 -0.552 -4.569
C 0.323 -0.412 -4.479
C -0.262 -0.356 -3.226
N 0.463 -0.440 -2.109
H 3.726 -0.416 2.545
H 4.031 -0.045 5.980
H 2.092 0.224 7.480
H -0.218 0.264 6.565
H -0.554 0.040 4.134
H 3.604 -0.633 -0.829
H 3.533 -0.712 -3.442
H 2.181 -0.598 -5.535
H -0.296 -0.339 -5.362
H -1.330 -0.237 -3.099
C -5.906 4.223 1.805
C -5.760 4.010 0.306
C -7.066 3.747 -0.422
C -7.705 2.457 0.069
C -6.722 1.318 0.004
C -7.151 0.016 -0.061
C -6.234 -1.035 -0.142
F -6.708 -2.280 -0.194
C -4.888 -0.828 -0.180
C -4.418 0.494 -0.124
C -3.007 0.766 -0.169
O -2.209 -0.266 -0.272
C -2.580 2.085 -0.108
C -3.539 3.086 0.016
N -4.833 2.857 0.064
C -5.329 1.558 -0.017
C -1.164 2.553 -0.180
O -0.882 3.717 -0.182
O -0.233 1.600 -0.280
H -6.616 5.027 1.991
H -4.953 4.502 2.254
H -6.266 3.324 2.306
H -5.262 4.869 -0.143
H -6.876 3.684 -1.496
H -7.729 4.596 -0.261
H -8.578 2.210 -0.534
H -8.062 2.572 1.095
H -8.209 -0.213 -0.057
H -4.199 -1.656 -0.247
H -3.211 4.117 0.080
N -0.689 -6.550 0.041
C -0.587 -5.218 0.028
C 0.147 -4.524 1.012
C 0.230 -3.164 0.962
N -0.359 -2.417 -0.003
C -1.079 -3.081 -0.939
C -1.217 -4.436 -0.965
H -0.244 -7.100 0.756
H -1.218 -7.042 -0.657
H 0.640 -5.055 1.814
H 0.779 -2.631 1.724
H -1.578 -2.473 -1.682
H -1.814 -4.898 -1.739
*
```

Properties
⟨S²⟩	3.773
LUMO level (spin up / spin down)	-6.457 / -7.281	eV
HOMO (spin up / spin down)	-12.909 / -12.895	eV
Kohn-Sham gap (spin up / spin down)	6.452 / 5.614	eV
electronic energy	-57706.6645	eV
M	692.60	g/mol

Results of the Löwdin charge analysis, in e, for atoms 1 through 2: atom 1 (Tc): 1.784, atom 2 (O): 0.099

Entry 3:
A molecular structure, C32H27IrN8O7S2, computed with ωB97M-V with the def2-TZVPD basis set.

The geometry in ORCA input format:
```
! wB97M-V def2-TZVPD RIJCOSX def2/J DEFGRID3
* xyz 0 1
Ir 0.262 -0.474 -0.070
C -3.366 0.004 0.604
N -2.688 0.308 -0.652
C -2.427 1.704 -0.968
C -1.896 2.432 0.253
N -0.607 1.977 0.817
C 0.502 2.677 0.137
C -0.570 2.303 2.248
C -1.321 3.378 2.727
C -1.319 3.729 4.068
C -0.559 3.012 4.974
C 0.214 1.959 4.514
C 0.226 1.608 3.168
S 1.268 0.272 2.684
C -1.855 -0.601 -1.165
C -1.698 -0.778 -2.635
C -2.381 -2.106 -2.928
C -2.291 -3.131 -2.068
C -1.448 -2.948 -0.863
C -1.342 -1.692 -0.448
S -0.134 -1.128 2.137
H -3.768 -1.004 0.549
H -4.191 0.704 0.732
H -2.695 0.063 1.469
H -3.349 2.213 -1.260
H -1.728 1.748 -1.804
H -2.645 2.329 1.033
H -1.837 3.493 -0.012
H 0.433 2.486 -0.928
H 1.456 2.307 0.502
H 0.438 3.756 0.321
H -1.907 3.978 2.047
H -1.909 4.576 4.394
H -0.561 3.271 6.024
H 0.831 1.389 5.195
H -2.146 0.049 -3.184
H -2.884 -2.212 -3.880
H -2.699 -4.105 -2.306
H -0.869 -3.769 -0.469
O 7.096 -2.138 -3.037
N 6.336 -3.072 -2.883
O 6.579 -4.228 -3.163
C 5.018 -2.782 -2.309
C 4.081 -3.796 -2.193
C 2.832 -3.508 -1.718
C 2.446 -2.222 -1.215
O 1.267 -2.062 -0.737
C 3.482 -1.253 -1.353
C 4.715 -1.504 -1.921
N 3.229 0.091 -0.917
O 3.754 1.022 -1.463
O 2.490 0.198 0.068
N 1.861 -4.613 -1.766
O 2.276 -5.723 -1.506
O 0.733 -4.360 -2.135
H 4.321 -4.802 -2.506
H 5.441 -0.710 -2.027
N -0.426 -4.233 -9.824
C -0.315 -3.587 -8.878
C -0.179 -2.777 -7.698
C 0.102 -1.415 -7.806
C 0.229 -0.631 -6.679
C 0.084 -1.191 -5.398
C -0.205 -2.563 -5.297
C -0.333 -3.338 -6.432
N 0.239 -0.416 -4.280
C 0.962 0.813 -4.192
C 1.096 1.119 -2.899
N 0.456 0.198 -2.073
C -0.145 -0.803 -2.937
H 0.209 -0.973 -8.788
H 0.424 0.426 -6.790
H -0.304 -3.029 -4.326
H -0.545 -4.395 -6.338
H 1.356 1.319 -5.053
H 1.638 1.962 -2.504
H 0.197 -1.813 -2.680
*
```

Properties
energy above the lowest of the compared OMol25 structures with the same formula, charge and spin	623.6	kJ/mol
LUMO level	-1.632	eV
HOMO	-6.664	eV
Kohn-Sham gap	5.033	eV
electronic energy	-84373.0027	eV
M	891.97	g/mol

Results of the Löwdin charge analysis, in e, for atoms 1 through 2: atom 1 (Ir): 1.150, atom 2 (C): -0.020